a.
DFT (ωB97M-V/def2-TZVPD) results for a cluster of 14 separate species, C56H112O14 in total.

Summary:
- 2S+1 = 1
- total charge = 0
- orbital gap (eV) = 9.798

```
182
Properties=species:S:1:pos:R:3:mulliken_charge:R:1
O -5.771 2.385 0.852 -0.45
O 1.614 5.295 -0.290 -0.56
O 5.609 -1.265 0.866 -0.39
O -3.125 3.476 4.093 -0.55
O 0.036 0.663 1.321 0.07
O 0.641 -6.247 -1.507 -0.50
O -3.289 6.298 0.956 -0.49
O 2.297 0.018 6.531 -0.50
O -5.546 -3.559 -2.564 -0.48
O -2.625 0.321 -6.316 -0.56
O -2.856 -1.632 6.053 -0.51
O 4.770 -2.582 -4.368 -0.49
O 2.496 4.242 -5.205 -0.49
O 1.870 -3.689 2.165 -0.18
C -3.136 -1.206 3.816 0.38
C -1.219 4.809 3.522 -0.03
C -2.638 4.832 4.226 -0.74
C 3.317 -2.486 -2.518 1.06
C 3.525 -5.258 1.576 -0.79
C 2.624 -0.819 5.404 -0.34
C 5.547 1.027 1.474 -0.05
C -0.366 0.399 -0.930 1.18
C -0.931 1.025 0.353 0.59
C -2.366 6.649 -0.080 -0.37
C -1.567 -1.239 5.591 -0.26
C -2.610 -0.190 -4.982 -0.07
C -5.483 0.049 0.722 0.73
C 5.929 -1.137 2.242 0.12
C 3.202 3.063 -4.869 -0.49
C 3.007 5.050 -0.430 -0.64
C 5.297 0.032 0.335 -0.19
C 0.171 -6.466 -3.773 -0.79
C 1.274 -6.673 -2.720 -0.28
C 0.557 -0.658 1.038 -0.12
C -3.621 -2.325 -2.015 0.84
C -3.206 4.492 -0.556 0.47
C 3.879 -4.584 2.866 -0.20
C 6.503 0.245 2.377 -0.80
C -3.619 -2.115 4.970 -0.80
C -0.168 -5.113 -1.768 0.22
C -1.684 -1.261 4.073 0.74
C 2.350 -4.411 1.042 0.35
C 0.081 -0.944 -0.404 0.54
C 2.526 -2.652 -3.798 0.32
C 0.923 4.099 0.018 1.44
C -6.281 1.898 2.087 -0.47
C -2.197 2.626 3.448 0.80
C -0.717 -5.368 -3.199 0.51
C 2.300 2.246 -3.937 0.71
C 2.553 -3.997 3.369 -0.02
C 1.866 1.303 6.107 -0.79
C -5.026 -2.226 -2.642 -0.31
C -0.513 -0.492 -6.080 -0.17
C 1.370 4.416 -4.355 -0.57
C 3.503 -2.131 -4.851 -0.43
C -3.971 5.081 0.634 -0.02
C -1.270 -0.900 -4.843 1.26
C -2.701 5.729 -1.260 -0.74
C 0.967 2.996 -3.956 0.29
C 1.996 3.046 0.286 2.10
C 3.259 3.849 0.452 -0.30
C -4.630 -4.416 -1.880 -0.42
C 2.831 0.169 4.256 0.89
C -3.824 -3.445 -1.036 -0.33
C -1.650 -0.376 -7.077 -0.69
C 1.724 1.175 4.622 0.86
C -6.200 0.375 2.031 -0.41
C -0.884 3.349 3.623 1.16
C 4.733 -2.811 -2.970 -0.36
C -4.893 1.411 0.312 0.19
H 5.399 -2.116 -2.449 0.14
H 7.496 0.269 1.923 0.32
H -0.109 0.518 -5.984 -0.08
H -7.288 2.276 2.261 0.33
H 0.463 0.971 -1.351 -0.76
H 0.602 4.937 -4.923 0.37
H -1.709 -5.821 -3.204 -0.01
H -2.208 1.626 3.881 -0.63
H -4.691 -2.025 5.148 0.40
H -1.406 0.177 -7.985 0.42
H -6.120 -0.384 -0.048 0.10
H -1.064 -0.511 3.574 -0.87
H -1.832 5.583 -1.906 0.23
H -2.922 -3.951 -0.684 0.17
H -1.107 0.319 -1.729 0.06
H -1.069 2.107 0.370 -0.21
H 1.644 -0.661 1.098 -0.07
H -2.854 -2.681 -2.708 -0.42
H 0.923 1.605 6.563 0.29
H 4.283 -5.270 3.612 0.49
H -0.748 -1.894 5.898 0.33
H 3.262 -1.416 -2.307 -0.09
H 0.334 -1.113 -6.375 0.38
H 2.682 -3.092 3.959 -0.29
H 0.270 3.840 -0.819 -0.42
H 2.313 -3.699 -4.032 0.06
H 3.564 -1.343 5.568 0.41
H 3.165 4.798 -1.488 0.07
H -2.720 0.603 -4.242 0.27
H 4.124 3.380 -4.371 0.29
H 0.417 2.939 -3.015 -0.12
H 0.357 4.181 0.950 -0.86
H -0.443 5.490 3.871 0.50
H -0.783 -4.419 -3.731 -0.25
H -0.992 -5.220 -1.061 0.21
H -3.278 5.525 3.684 0.38
H 1.564 -2.140 -3.872 -0.26
H -4.000 -4.869 -2.654 0.09
H -0.798 -1.592 -0.449 -0.22
H -4.396 -3.192 -0.141 0.25
H -5.135 -5.211 -1.335 0.38
H -4.656 -0.651 0.863 -0.43
H -3.432 -0.908 -4.941 0.05
H -5.630 -1.500 -2.095 0.14
H -2.552 7.676 -0.395 0.36
H 2.260 1.202 -4.256 -0.22
H 3.815 0.628 4.362 -0.01
H -2.341 3.940 -0.177 -0.47
H -3.426 -3.178 4.786 0.28
H 3.142 -6.262 1.773 0.26
H -3.420 6.205 -1.931 0.39
H 0.332 -4.152 -1.626 -0.15
H -1.348 6.490 0.281 0.12
H 4.370 -5.261 0.891 0.39
H 0.750 0.772 4.335 -0.84
H -4.957 -1.897 -3.680 0.24
H -0.777 -0.619 -3.908 -0.67
H -1.886 0.591 0.677 -0.77
H -2.503 2.550 2.396 -0.33
H 5.975 0.220 -0.499 0.41
H 1.687 5.037 -3.510 0.19
H 5.062 -3.814 -2.691 0.35
H 0.257 2.640 -4.707 0.11
H 2.671 -0.221 3.251 -0.53
H -4.006 4.385 1.473 -0.26
H -3.786 3.865 -1.232 0.40
H 5.942 1.982 1.132 0.42
H 2.631 2.061 6.306 0.36
H 1.851 2.106 4.066 0.29
H 0.836 -1.414 -1.036 -0.28
H 1.795 2.437 1.166 -0.68
H 1.509 -5.004 0.689 0.25
H -5.652 2.297 2.890 0.20
H -4.794 1.571 -0.762 0.40
H -5.005 5.289 0.347 0.44
H 1.946 -4.771 3.850 0.33
H -0.371 -7.386 -3.976 0.35
H 6.614 -1.953 2.482 0.43
H 1.750 -1.449 5.235 -0.01
H 3.352 4.177 1.489 0.35
H -3.333 -1.355 -1.605 -0.10
H -3.601 -0.229 3.972 -0.11
H 6.533 0.611 3.402 0.35
H 4.151 3.326 0.104 0.13
H 3.033 -3.119 -1.681 -0.66
H -3.483 -1.558 2.842 0.01
H -1.384 5.151 2.495 -0.40
H -1.443 -1.974 -4.741 -0.44
H 2.112 -5.983 -2.855 0.08
H -5.678 -0.029 2.899 -0.09
H 3.422 2.580 -5.822 0.30
H 3.620 5.924 -0.216 0.44
H 2.819 -3.741 0.317 -0.54
H 0.123 -1.375 1.734 -0.28
H 2.599 2.155 -2.890 -0.34
H 0.620 -6.107 -4.703 0.32
H -1.383 -0.233 5.974 0.15
H -7.143 -0.174 2.025 0.38
H 3.568 -1.039 -4.885 0.18
H -1.319 -2.216 3.683 0.41
H -2.018 -1.333 -7.466 0.28
H 5.044 -1.289 2.873 -0.31
H -0.542 3.079 4.626 0.01
H 3.322 -2.577 -5.828 0.39
H 4.266 0.135 -0.012 -0.01
H 1.590 -7.709 -2.625 0.36
H 4.609 1.210 2.003 -0.24
H 4.570 -3.759 2.683 -0.22
H -2.558 4.997 5.299 0.32
H -3.889 1.541 0.734 -0.39
H 2.146 2.392 -0.578 -1.15
H -0.135 3.026 2.896 -0.74
```

b.
DFT (ωB97M-V/def2-TZVPD) results for a cluster of 14 separate species, C56H112O14 in total.

Summary:
- 2S+1 = 1
- total charge = 0
- orbital gap (eV) = 9.593

```
182
Properties=species:S:1:pos:R:3:mulliken_charge:R:1
O 0.577 -3.216 -4.497 -0.11
O -3.276 -0.763 5.536 -0.54
O -3.891 -1.496 -3.751 -0.30
O -3.108 3.953 -1.978 -0.56
O -4.905 -0.908 1.204 -0.33
O 4.838 3.371 5.070 -0.49
O 2.529 -3.185 6.056 -0.49
O 0.025 -6.196 -1.484 -0.57
O 2.663 6.350 0.451 -0.50
O 3.873 1.688 -5.039 -0.51
O -0.460 -0.512 -1.331 0.30
O 4.058 1.296 -0.692 0.11
O -4.269 -4.544 -0.496 -0.42
O -2.205 3.411 4.854 -0.52
C -2.714 3.696 3.526 -0.23
C 2.259 -1.968 6.696 -0.57
C -0.679 -0.008 0.862 1.24
C -4.097 -6.449 0.886 -0.82
C -2.368 -1.749 3.665 1.48
C 1.821 -1.350 -5.268 0.15
C 1.720 4.733 -0.969 1.10
C -1.125 3.312 -3.097 0.15
C 0.657 0.364 -1.160 0.70
C -1.463 3.735 2.659 -0.18
C 1.180 -1.322 5.797 0.00
C 1.049 4.632 0.431 1.21
C 2.393 6.108 -0.918 -0.79
C 4.832 0.235 -1.190 -0.48
C 0.689 -1.800 -4.336 1.07
C -3.818 -2.771 -5.694 -0.64
C -1.494 -0.372 -0.376 0.37
C 5.221 2.071 -4.894 -0.11
C -2.883 -5.536 0.998 -0.34
C -2.316 -2.775 4.763 -0.41
C -3.909 -1.365 -5.164 -0.54
C -2.471 -0.415 4.395 0.88
C 1.752 -1.640 4.438 1.22
C 1.001 -3.559 -5.811 -0.62
C 1.007 -5.783 -0.551 -0.93
C -2.128 2.182 -3.214 0.46
C -0.049 -3.802 -1.326 2.09
C 2.070 -2.526 -6.203 -0.78
C -3.018 -2.587 -3.418 1.17
C -4.858 0.487 1.553 0.67
C -5.428 1.235 0.348 -0.82
C -3.425 -4.159 0.593 1.14
C -5.789 -1.128 0.085 -0.56
C 4.595 3.165 3.700 -0.12
C 3.126 2.409 -4.025 0.85
C -0.794 3.136 4.862 -0.40
C -4.786 -5.859 -0.386 -0.60
C 5.187 3.539 -4.421 -0.65
C 3.753 1.847 3.648 -0.09
C 4.974 2.137 0.018 -0.10
C -2.806 -3.368 -4.717 0.39
C 3.712 3.814 -4.234 0.17
C -3.447 2.788 -2.758 -0.31
C 4.042 2.530 5.902 -0.70
C 1.641 5.761 1.280 -0.19
C -0.686 -5.023 -2.023 -0.03
C 0.428 0.906 0.264 1.61
C -2.975 -2.098 5.969 -0.59
C -1.712 4.152 -1.946 0.15
C 2.355 -3.051 4.623 -0.63
C -5.754 0.167 -0.690 0.19
C 6.295 0.715 -1.428 -0.92
C -0.500 2.854 3.399 1.76
C 6.201 2.152 -0.907 0.29
C 0.587 -4.414 -0.100 -0.41
C 2.989 1.983 4.956 1.15
H -3.502 -2.806 -6.735 0.38
H -1.305 0.526 1.578 -0.78
H -1.574 3.462 1.611 -0.18
H 1.086 4.698 -1.858 -0.06
H -4.753 -6.327 1.752 0.31
H 4.367 -0.124 -2.112 0.02
H -0.637 2.233 5.455 0.12
H -4.038 2.052 -2.214 -0.23
H -3.772 -7.489 0.881 0.40
H -0.714 1.861 2.995 -1.10
H -0.119 2.901 -3.013 -0.53
H -4.588 -6.415 -1.302 0.27
H -6.367 1.722 0.636 0.40
H -2.679 -3.782 4.573 0.37
H -3.403 2.901 3.235 0.12
H 3.309 4.218 -5.163 0.45
H -3.471 -3.200 -2.637 -0.33
H 5.766 1.993 -5.835 0.42
H 3.046 -2.984 -6.049 0.30
H 1.054 -1.677 3.597 -0.64
H -3.087 -4.403 -4.506 0.35
H 5.552 3.171 3.178 0.36
H -2.010 -1.326 -0.318 -0.80
H 3.662 3.102 6.747 0.35
H 6.067 2.811 -1.765 -0.47
H 1.419 -3.854 0.332 0.44
H 4.679 1.739 6.309 0.28
H -0.249 -0.929 1.255 -0.32
H -6.741 -1.394 0.560 0.27
H 0.107 1.951 0.223 -1.42
H 1.264 3.605 0.710 -0.75
H 2.522 -0.921 4.155 -0.15
H -4.877 2.081 -0.066 0.24
H 3.939 3.944 3.283 -0.03
H -0.802 -3.052 -1.101 -1.45
H -1.848 1.398 -2.506 -0.78
H -1.425 -1.805 3.113 -0.52
H 7.117 2.500 -0.429 0.50
H -4.763 -0.761 -5.485 0.40
H -1.249 3.732 -1.040 -0.52
H -1.733 -5.209 -1.779 -0.12
H 1.561 -0.232 -1.036 0.18
H 1.346 -4.593 -5.763 0.40
H 1.295 0.919 0.927 -0.02
H -4.012 3.189 -3.603 0.45
H 5.737 3.720 -3.501 0.16
H 0.732 -3.423 -1.985 -0.05
H -0.026 4.758 0.313 -0.08
H -2.138 0.489 -0.597 -0.22
H 4.467 3.105 -0.015 0.10
H -1.447 5.208 -1.964 0.48
H 2.002 -5.731 -1.013 0.38
H -3.830 0.765 1.781 -0.95
H -4.909 0.069 -1.381 -0.29
H 3.374 -3.036 4.228 0.37
H -2.580 -3.538 0.299 -0.99
H 0.545 3.087 3.171 -0.19
H 3.155 1.845 2.733 -0.37
H -1.492 -0.007 4.680 -0.52
H 2.688 -1.169 -4.633 -0.17
H -1.094 3.914 -4.012 0.47
H 0.882 6.443 1.662 0.30
H -2.165 -6.001 0.323 0.12
H 5.794 1.451 -4.193 -0.17
H 0.221 -1.814 5.962 0.01
H 6.909 0.201 -0.684 0.28
H 4.856 -0.526 -0.398 0.50
H -4.841 -3.129 -5.557 0.26
H -1.123 4.776 2.720 0.13
H -2.327 1.690 -4.166 0.44
H -0.513 -5.084 -3.094 0.02
H 3.289 6.123 -1.539 0.34
H 1.839 -3.898 4.183 0.25
H -1.791 -3.359 -5.103 -0.66
H 2.135 2.654 4.865 -0.13
H 3.499 1.997 -3.077 -0.82
H -4.050 -3.711 1.368 0.24
H 1.576 -0.431 -5.796 0.34
H -2.362 -2.092 6.870 0.29
H -0.234 -1.212 -4.436 -0.20
H -3.080 -0.711 -5.489 0.20
H -1.264 -2.861 5.054 -0.13
H 3.133 -1.305 6.748 0.25
H 2.635 1.021 5.334 -0.72
H -5.860 -5.821 -0.193 0.34
H -2.083 -2.162 -3.035 -0.67
H 2.004 -2.209 -7.243 0.25
H -3.209 -1.773 2.970 -0.37
H -3.952 -2.538 6.176 0.31
H -2.640 -5.599 2.063 0.34
H -0.217 -4.459 0.643 0.10
H 3.530 4.483 -3.391 -0.46
H -2.980 0.361 3.828 -0.22
H 1.734 6.936 -1.207 0.34
H 2.293 5.385 2.070 0.07
H 5.616 4.151 -5.214 0.38
H 1.192 -6.414 0.324 0.41
H -5.484 0.651 2.431 0.59
H -6.625 0.352 -1.317 0.52
H 0.120 -3.573 -6.468 0.31
H -3.143 4.691 3.623 0.31
H 2.366 3.855 -1.023 -0.87
H 1.008 -0.270 6.031 0.11
H 4.405 0.973 3.595 0.49
H 2.053 2.254 -4.059 0.16
H 0.892 -1.662 -3.271 -0.81
H 6.750 0.603 -2.406 0.38
H -0.219 3.985 5.234 0.45
H 1.893 -2.121 7.711 0.39
H 0.669 1.158 -1.902 -0.83
H 5.109 1.806 1.052 -0.06
H -5.362 -1.960 -0.473 0.09
```

c.
DFT (ωB97M-V/def2-TZVPD) results for a cluster of 14 separate species, C56H112O14 in total.

Summary:
- 2S+1 = 1
- total charge = 0
- orbital gap (eV) = 9.840

```
182
Properties=species:S:1:pos:R:3:mulliken_charge:R:1
O -13.787 -19.682 -0.499 -0.50
O -19.575 -10.573 -2.206 -0.52
O -9.870 -12.987 -5.383 -0.02
O -17.189 -18.200 -6.167 -0.04
O -19.765 -16.238 -0.632 -0.47
O -15.547 -14.586 0.574 -0.54
O -13.840 -10.113 -8.925 -0.54
O -12.706 -18.127 -6.530 -0.07
O -10.136 -8.997 -4.629 -0.52
O -15.853 -14.103 -4.671 -0.11
O -9.430 -14.052 -2.285 -0.51
O -17.913 -13.847 -7.724 0.17
O -16.354 -9.803 -5.012 0.28
O -15.199 -16.134 -11.479 -0.53
C -19.494 -18.860 -6.087 -0.81
C -11.889 -11.413 -8.779 0.45
C -14.243 -19.802 -7.079 -0.67
C -14.388 -18.402 -0.311 -0.76
C -18.608 -13.329 -6.600 1.05
C -14.079 -17.646 -1.606 1.92
C -13.087 -12.266 -8.757 0.16
C -16.029 -9.031 -3.871 0.14
C -20.204 -13.616 -8.275 -1.04
C -13.581 -13.686 -4.821 1.01
C -7.892 -13.156 -6.629 -0.83
C -8.587 -14.503 -6.603 -0.69
C -16.346 -8.968 -6.163 -0.44
C -13.857 -16.463 -11.095 -0.91
C -16.906 -7.644 -5.612 -0.62
C -20.313 -16.992 -1.705 -0.63
C -18.347 -16.360 -0.619 -0.35
C -18.390 -12.330 -3.066 1.71
C -11.805 -9.700 -3.188 -0.54
C -19.145 -17.234 -2.696 -0.13
C -16.572 -7.620 -4.128 -0.72
C -13.899 -16.570 -9.592 0.12
C -13.777 -15.184 -4.906 1.14
C -15.284 -12.300 1.083 -0.49
C -12.078 -10.433 -4.491 2.46
C -14.829 -12.548 -0.333 -0.16
C -19.283 -17.759 -7.145 -0.39
C -16.085 -13.574 1.439 -0.54
C -18.889 -14.249 -8.702 -0.27
C -14.112 -18.354 -6.578 1.92
C -8.493 -15.091 -2.511 -0.50
C -12.062 -18.979 -7.473 -0.44
C -15.156 -14.012 -0.672 1.52
C -19.378 -11.470 -1.113 -0.49
C -9.349 -16.232 -3.066 -0.70
C -10.329 -9.432 -3.284 -0.63
C -8.538 -12.458 -5.413 -0.33
C -14.966 -13.058 -5.040 0.24
C -14.305 -18.769 -2.633 0.77
C -12.410 -10.031 -9.191 -0.63
C -17.980 -16.448 -2.072 3.16
C -15.938 -15.580 -10.393 -0.18
C -17.947 -17.110 -6.732 0.90
C -14.144 -11.323 -8.214 0.74
C -14.965 -15.565 -9.221 2.20
C -18.986 -12.804 -1.758 0.21
C -15.231 -15.311 -4.362 1.46
C -10.723 -15.916 -2.536 0.06
C -19.796 -12.597 -7.216 -0.38
C -14.043 -20.045 -1.846 -0.64
C -18.072 -19.166 -5.635 -0.43
C -11.098 -9.675 -5.442 0.19
C -19.318 -11.174 -3.471 -0.15
C -12.812 -20.258 -7.363 -0.85
C -10.780 -14.385 -2.602 1.41
C -10.016 -14.147 -6.223 0.24
H -17.945 -15.540 -0.021 -0.21
H -20.195 -11.558 -4.008 0.31
H -17.991 -16.298 -6.002 -0.43
H -10.653 -10.380 -6.147 -0.35
H -12.901 -13.378 -5.622 -0.29
H -17.162 -13.541 1.256 0.21
H -8.585 -11.395 -5.652 0.22
H -15.247 -18.805 -3.179 -0.34
H -10.979 -19.049 -7.350 0.34
H -12.116 -18.547 -8.483 0.23
H -17.880 -15.452 -2.513 -1.37
H -18.066 -17.230 -0.005 0.22
H -13.196 -13.291 -3.880 -0.03
H -13.534 -18.624 -3.397 -0.33
H -18.263 -13.400 -1.193 -0.55
H -15.465 -18.517 -0.130 0.27
H -18.015 -19.166 -4.542 0.06
H -19.272 -18.165 -8.154 0.49
H -11.450 -11.419 -7.774 -0.91
H -10.580 -13.841 -7.109 0.01
H -18.935 -15.328 -8.858 0.12
H -11.892 -9.272 -8.609 0.29
H -18.473 -13.758 -9.588 0.36
H -11.462 -13.937 -1.876 -0.09
H -18.816 -10.473 -4.138 -0.09
H -20.033 -19.713 -6.495 0.41
H -15.881 -6.800 -3.930 0.32
H -20.127 -17.069 -7.072 0.22
H -13.856 -15.527 -5.942 -0.56
H -13.770 -12.368 -0.558 0.10
H -20.258 -11.679 -0.507 0.37
H -15.219 -11.854 -1.086 0.00
H -16.808 -16.191 -10.141 0.12
H -19.776 -13.527 -1.982 0.27
H -13.097 -10.401 -4.883 -0.67
H -7.842 -14.799 -3.342 0.25
H -20.742 -17.957 -1.429 0.30
H -17.421 -11.860 -2.861 -0.66
H -12.110 -10.197 -2.265 0.36
H -17.035 -16.961 -2.264 -0.94
H -13.239 -15.619 -11.433 0.28
H -14.156 -17.618 -9.402 -0.14
H -14.325 -14.627 -1.019 0.03
H -20.594 -12.427 -6.495 0.29
H -15.123 -11.662 -8.557 0.12
H -15.367 -15.666 -8.210 -0.71
H -14.662 -18.240 -5.644 -0.57
H -14.483 -14.584 -9.145 -1.34
H -14.106 -11.158 -7.135 -0.60
H -16.011 -11.487 1.079 0.27
H -10.788 -16.273 -1.503 0.45
H -11.144 -11.857 -9.447 0.50
H -15.791 -16.167 -4.747 -0.66
H -18.233 -13.102 -3.819 -0.64
H -11.456 -16.501 -3.098 -0.29
H -13.071 -17.257 -1.503 -0.15
H -8.975 -17.217 -2.771 0.55
H -18.517 -11.113 -0.547 0.25
H -19.345 -16.962 -3.729 -0.36
H -9.640 -10.248 -3.053 0.20
H -14.846 -16.877 -1.699 -1.31
H -15.916 -13.832 2.482 0.42
H -13.970 -17.952 0.589 0.39
H -8.242 -12.555 -7.471 0.29
H -12.983 -15.763 -4.440 -0.45
H -14.812 -20.521 -6.489 0.35
H -13.519 -17.363 -11.606 0.34
H -9.352 -16.290 -4.158 0.03
H -13.264 -20.705 -2.237 0.38
H -18.866 -18.287 -2.636 0.32
H -12.970 -13.209 -8.208 -0.13
H -19.452 -11.668 -7.672 0.34
H -14.548 -17.640 -7.280 -1.30
H -10.098 -8.617 -2.591 0.42
H -8.098 -12.649 -4.434 0.22
H -16.508 -6.781 -6.154 0.39
H -12.301 -9.917 -10.268 0.31
H -15.958 -14.088 -1.417 -0.96
H -16.993 -9.412 -6.925 0.26
H -17.738 -20.137 -6.011 0.46
H -14.853 -19.773 -7.992 0.37
H -11.134 -14.063 -3.584 -0.95
H -15.184 -15.400 -3.265 -1.05
H -14.462 -12.155 1.775 0.25
H -15.158 -12.818 -6.089 -0.58
H -16.248 -14.552 -10.587 0.28
H -14.908 -20.724 -1.903 0.30
H -21.086 -16.352 -2.130 0.39
H -8.526 -14.915 -7.616 0.44
H -16.533 -9.464 -3.005 0.22
H -20.101 -18.473 -5.268 0.16
H -17.340 -16.815 -7.589 -0.65
H -13.341 -12.645 -9.755 0.41
H -12.905 -16.432 -9.164 0.40
H -17.889 -12.721 -6.049 -0.79
H -20.754 -13.110 -9.070 0.45
H -12.358 -8.756 -3.222 0.32
H -11.682 -8.943 -6.004 0.23
H -20.894 -14.359 -7.866 0.23
H -11.852 -11.489 -4.335 -1.33
H -15.105 -12.175 -4.415 -0.64
H -17.422 -7.441 -3.470 0.29
H -14.941 -9.108 -3.753 -0.33
H -17.972 -7.564 -5.833 0.27
H -7.940 -15.361 -1.615 0.34
H -12.531 -20.861 -6.494 0.28
H -12.659 -20.926 -8.214 0.35
H -6.807 -13.219 -6.620 0.42
H -10.517 -14.953 -5.687 -0.44
H -8.111 -15.212 -5.925 0.26
H -18.973 -14.112 -5.920 -0.28
H -15.354 -9.025 -6.629 0.15
```

Stability check: which of them is least stable? b.